Entry from OMol25: a molecular structure, C59H82CaN6O8P2Se (ωB97M-V with the def2-TZVPD basis set).

- ΔE to the lowest compared entry with this formula, charge and spin: 2.911 eV
- Gap between HOMO and LUMO: 5.55 eV

Each line ends with the Mulliken charge.
Geometry (Å):
Ca: 0.284 0.137 -0.087  2.65
C: -2.937 -4.191 -5.648  -1.78
C: -3.594 -3.197 -4.685  1.08
C: -4.007 -1.956 -5.485  -1.97
C: -4.843 -3.851 -4.083  -1.70
C: -2.637 -2.788 -3.537  2.87
C: -3.257 -1.839 -2.590  -1.89
C: -2.685 -1.557 -1.411  0.20
Se: -3.107 0.053 -0.437  0.40
C: -2.885 1.291 -1.883  0.42
C: -3.982 1.548 -2.695  -0.56
C: -3.869 2.362 -3.807  -0.39
C: -2.608 2.907 -4.050  -0.97
C: -1.486 2.697 -3.263  0.24
C: -1.604 1.860 -2.109  -0.56
O: -0.606 1.607 -1.328  -0.32
C: -0.179 3.362 -3.724  2.48
C: 0.169 2.853 -5.134  -1.82
C: 1.052 3.095 -2.851  -2.21
C: -0.379 4.887 -3.770  -1.70
C: -5.026 2.660 -4.755  1.99
C: -4.677 2.160 -6.164  -1.32
C: -6.322 1.973 -4.319  -1.98
C: -5.282 4.172 -4.799  -1.76
C: -1.552 -2.344 -0.922  -1.27
O: -0.806 -1.906 -0.037  0.18
C: -1.234 -3.686 -1.508  1.23
C: -1.898 -3.964 -2.867  -0.63
C: -1.315 -4.821 -0.447  2.02
C: -2.715 -4.797 0.175  -1.53
C: -0.259 -4.649 0.648  -1.79
C: -1.103 -6.206 -1.079  -1.75
H: -3.687 -4.550 -6.355  0.52
H: -2.520 -5.053 -5.131  0.26
H: -2.134 -3.733 -6.225  0.35
H: -4.546 -2.255 -6.385  0.59
H: -3.135 -1.377 -5.797  0.32
H: -4.662 -1.294 -4.918  0.30
H: -5.550 -4.113 -4.872  0.51
H: -5.351 -3.184 -3.386  0.28
H: -4.590 -4.768 -3.548  0.31
H: -4.084 -1.226 -2.927  0.57
H: -4.927 1.089 -2.436  0.62
H: -2.496 3.540 -4.922  0.35
H: 0.353 1.777 -5.108  0.27
H: 1.075 3.344 -5.497  0.50
H: -0.627 3.044 -5.853  0.33
H: 1.283 2.032 -2.789  0.22
H: 0.915 3.466 -1.837  0.22
H: 1.905 3.615 -3.298  0.55
H: -1.173 5.175 -4.458  0.29
H: 0.542 5.380 -4.091  0.50
H: -0.641 5.264 -2.779  0.19
H: -4.504 1.083 -6.157  0.02
H: -3.775 2.640 -6.545  0.29
H: -5.492 2.375 -6.860  0.48
H: -6.213 0.887 -4.306  0.27
H: -7.122 2.218 -5.020  0.45
H: -6.633 2.299 -3.326  0.38
H: -4.400 4.714 -5.141  0.28
H: -5.541 4.546 -3.807  0.36
H: -6.104 4.403 -5.481  0.47
H: -2.363 -4.941 -2.983  0.64
H: -2.892 -3.863 0.714  0.14
H: -2.834 -5.622 0.880  0.50
H: -3.489 -4.893 -0.590  0.25
H: -0.405 -3.733 1.215  0.02
H: 0.746 -4.617 0.226  0.17
H: -0.309 -5.502 1.330  0.58
H: -1.891 -6.474 -1.781  0.40
H: -1.109 -6.957 -0.288  0.47
H: -0.146 -6.285 -1.595  0.34
C: 3.814 2.948 1.556  -0.71
C: 2.767 2.594 0.721  -0.34
N: 2.614 1.352 0.283  0.15
C: 3.530 0.443 0.629  0.00
C: 4.566 0.818 1.496  -0.11
N: 4.705 2.046 1.967  -0.63
C: 3.382 -0.932 0.084  0.30
C: 4.271 -1.946 0.399  -0.72
C: 3.993 -3.231 -0.120  1.02
C: 2.907 -3.406 -0.937  -1.17
C: 2.068 -2.303 -1.269  -0.26
N: 2.317 -1.103 -0.692  -0.09
C: 0.979 -2.386 -2.162  -0.68
C: 0.155 -3.590 -2.339  -0.52
N: -0.630 -3.701 -3.609  -0.82
C: -1.177 -2.379 -4.020  -0.08
C: -0.577 -1.187 -3.355  -1.99
N: 0.440 -1.197 -2.569  -0.15
C: 4.863 -4.376 0.215  0.29
C: 5.377 -4.547 1.501  -0.63
C: 6.179 -5.644 1.765  -0.40
N: 6.505 -6.558 0.857  -0.64
C: 6.021 -6.391 -0.368  -0.44
C: 5.206 -5.333 -0.737  -0.27
H: 3.925 3.963 1.917  0.44
H: 2.021 3.317 0.413  0.27
H: 5.301 0.097 1.825  0.41
H: 5.149 -1.787 1.004  0.77
H: 2.696 -4.383 -1.351  0.47
H: 0.714 -4.511 -2.182  0.54
H: -1.119 -2.239 -5.103  1.06
H: -1.006 -0.222 -3.621  0.84
H: 5.134 -3.847 2.289  0.53
H: 6.580 -5.800 2.761  0.36
H: 6.303 -7.141 -1.100  0.37
H: 4.862 -5.244 -1.758  0.46
C: -0.403 4.519 0.388  -0.51
C: -0.776 4.589 1.852  0.76
C: -0.640 5.978 2.441  -1.80
O: 0.117 3.721 2.641  -0.51
P: -0.329 2.220 2.874  -0.51
O: -0.704 1.470 1.671  -0.76
C: 1.109 1.531 3.716  0.04
P: 1.142 -0.257 3.512  -0.53
O: 1.140 -0.718 2.126  0.48
O: -0.092 -0.693 4.400  -0.01
C: -0.862 -1.902 4.076  0.78
C: -1.260 -2.530 5.396  -1.60
C: -2.044 -1.493 3.226  -0.82
O: 2.458 -0.761 4.237  -0.11
C: 2.718 -0.526 5.643  1.15
C: 3.873 0.448 5.752  -1.30
C: 3.019 -1.869 6.280  -1.50
O: -1.544 2.240 3.888  0.19
C: -1.495 2.936 5.159  0.81
C: -2.670 3.894 5.206  -1.59
C: -1.554 1.903 6.269  -1.13
H: -1.126 5.092 -0.194  0.60
H: -0.419 3.492 0.017  -0.84
H: 0.581 4.962 0.224  0.39
H: -1.792 4.209 1.995  0.45
H: 0.386 6.329 2.335  0.38
H: -0.905 5.988 3.498  0.41
H: -1.296 6.668 1.910  0.39
H: 1.132 1.814 4.770  0.92
H: 2.012 1.930 3.246  -0.09
H: -0.204 -2.568 3.513  0.17
H: -1.897 -1.849 5.962  0.29
H: -0.384 -2.772 5.997  0.29
H: -1.817 -3.449 5.214  0.43
H: -2.658 -0.768 3.762  0.27
H: -2.653 -2.369 3.000  0.46
H: -1.714 -1.050 2.288  -0.29
H: 1.813 -0.104 6.096  0.03
H: 4.764 0.021 5.293  0.27
H: 4.091 0.662 6.798  0.42
H: 3.649 1.387 5.245  0.25
H: 3.900 -2.311 5.817  0.33
H: 2.180 -2.551 6.150  0.29
H: 3.209 -1.747 7.346  0.40
H: -0.555 3.498 5.204  0.35
H: -3.602 3.343 5.086  0.33
H: -2.602 4.635 4.410  0.32
H: -2.693 4.415 6.163  0.40
H: -2.499 1.363 6.220  0.30
H: -1.481 2.390 7.242  0.46
H: -0.747 1.177 6.174  0.06

Entry from OMol25: a molecular structure, C59H82CaN6O8P2Se (ωB97M-V with the def2-TZVPD basis set).

- ΔE to the lowest compared entry with this formula, charge and spin: 2.113 eV
- Gap between HOMO and LUMO: 4.61 eV

Each line ends with the Mulliken charge.
Geometry (Å):
Ca: -0.534 0.017 0.650  2.31
C: 6.188 -3.495 -3.181  -2.35
C: 4.730 -3.117 -3.452  2.39
C: 4.180 -4.060 -4.531  -1.39
C: 4.712 -1.681 -3.999  -1.59
C: 3.867 -3.220 -2.197  -0.39
C: 2.559 -2.739 -2.219  -0.62
C: 1.769 -2.859 -1.104  1.29
Se: -0.080 -2.372 -1.054  0.13
C: -0.192 -1.214 -2.595  0.07
C: -0.354 -1.834 -3.827  -0.41
C: -0.339 -1.116 -5.014  -0.13
C: -0.151 0.255 -4.899  -0.73
C: 0.002 0.939 -3.696  0.74
C: -0.065 0.201 -2.483  -0.09
O: 0.018 0.780 -1.300  -1.81
C: 0.263 2.453 -3.816  2.71
C: 1.543 2.667 -4.644  -1.99
C: 0.460 3.201 -2.495  -2.18
C: -0.916 3.127 -4.536  -1.74
C: -0.496 -1.760 -6.390  1.91
C: -0.581 -3.284 -6.301  -1.96
C: -1.778 -1.239 -7.055  -1.71
C: 0.710 -1.405 -7.271  -1.52
C: 2.148 -3.489 0.123  0.20
O: 1.289 -3.567 1.067  -0.99
C: 3.489 -4.009 0.119  0.25
C: 4.276 -3.848 -1.021  -0.74
C: 4.122 -4.702 1.336  2.17
C: 5.042 -5.860 0.906  -1.99
C: 3.102 -5.303 2.311  -1.79
C: 4.977 -3.679 2.097  -1.29
H: 6.779 -3.366 -4.091  0.45
H: 6.284 -4.537 -2.871  0.39
H: 6.624 -2.867 -2.400  0.41
H: 4.765 -3.984 -5.453  0.46
H: 3.141 -3.814 -4.765  0.05
H: 4.206 -5.095 -4.187  0.32
H: 5.374 -1.595 -4.865  0.48
H: 5.046 -0.973 -3.237  0.32
H: 3.712 -1.379 -4.315  0.13
H: 2.164 -2.268 -3.111  -0.03
H: -0.463 -2.911 -3.836  0.42
H: -0.112 0.835 -5.815  0.22
H: 2.395 2.187 -4.158  0.39
H: 1.758 3.735 -4.740  0.48
H: 1.460 2.252 -5.648  0.29
H: 1.233 2.745 -1.880  0.30
H: -0.468 3.225 -1.923  0.17
H: 0.746 4.233 -2.726  0.56
H: -1.076 2.722 -5.535  0.34
H: -0.736 4.202 -4.633  0.54
H: -1.837 2.986 -3.966  -0.05
H: -1.453 -3.610 -5.730  0.34
H: 0.309 -3.709 -5.833  0.23
H: -0.665 -3.705 -7.305  0.47
H: -2.652 -1.487 -6.449  0.34
H: -1.910 -1.683 -8.045  0.48
H: -1.747 -0.154 -7.173  0.26
H: 1.641 -1.733 -6.802  0.19
H: 0.784 -0.331 -7.444  0.31
H: 0.627 -1.895 -8.245  0.47
H: 5.283 -4.243 -0.986  0.22
H: 4.515 -6.547 0.240  0.37
H: 5.362 -6.419 1.789  0.49
H: 5.946 -5.522 0.397  0.36
H: 2.488 -6.059 1.818  0.40
H: 2.421 -4.548 2.694  0.08
H: 3.643 -5.779 3.135  0.49
H: 5.764 -3.276 1.454  0.28
H: 5.444 -4.133 2.977  0.46
H: 4.356 -2.847 2.432  0.01
C: -4.497 -2.126 -1.413  -0.85
C: -3.343 -1.370 -1.238  -0.92
N: -2.771 -1.245 -0.050  1.08
C: -3.327 -1.909 0.970  -0.75
C: -4.471 -2.675 0.773  -0.76
N: -5.070 -2.773 -0.408  -0.64
C: -2.626 -1.889 2.282  0.23
C: -3.265 -2.201 3.472  -0.85
C: -2.507 -2.294 4.634  0.64
C: -1.140 -2.056 4.549  -1.29
C: -0.581 -1.663 3.335  0.09
N: -1.330 -1.594 2.237  0.54
C: 0.857 -1.277 3.213  0.03
C: 1.704 -1.291 4.312  -0.41
N: 2.962 -0.860 4.251  -0.59
C: 3.389 -0.460 3.066  -1.46
C: 2.566 -0.481 1.943  -0.52
N: 1.306 -0.871 2.019  1.46
C: -3.140 -2.628 5.931  0.65
C: -4.299 -3.397 5.999  -0.58
C: -4.859 -3.671 7.237  -0.40
N: -4.355 -3.238 8.389  -0.62
C: -3.247 -2.507 8.322  -0.41
C: -2.609 -2.178 7.137  -0.62
H: -4.953 -2.206 -2.392  0.46
H: -2.863 -0.872 -2.073  0.88
H: -4.902 -3.248 1.584  0.52
H: -4.336 -2.337 3.498  0.75
H: -0.523 -2.182 5.424  0.80
H: 1.376 -1.650 5.278  0.58
H: 4.412 -0.111 2.983  0.54
H: 2.940 -0.187 0.969  0.50
H: -4.753 -3.812 5.110  0.48
H: -5.757 -4.274 7.302  0.38
H: -2.846 -2.158 9.268  0.37
H: -1.726 -1.554 7.170  0.42
C: -2.653 6.051 2.639  -1.07
C: -3.443 5.302 1.587  0.93
C: -4.930 5.571 1.679  -1.63
O: -3.255 3.872 1.780  -0.03
P: -2.436 2.949 0.786  -0.39
O: -2.649 1.522 1.077  -0.61
C: -0.687 3.394 0.922  0.24
P: 0.038 2.819 2.471  -0.85
O: -0.280 1.388 2.655  1.11
O: -0.562 3.783 3.557  -0.03
C: -0.832 3.380 4.944  0.51
C: -2.060 2.494 4.984  -0.74
C: 0.397 2.752 5.570  -1.11
O: 1.596 3.004 2.401  -0.49
C: 2.427 4.169 2.119  0.47
C: 2.775 4.153 0.646  -1.21
C: 1.801 5.472 2.572  -1.15
O: -2.760 3.451 -0.670  0.30
C: -4.083 3.278 -1.273  0.59
C: -4.130 1.924 -1.943  -0.62
C: -4.279 4.441 -2.217  -1.59
H: -2.829 7.122 2.534  0.49
H: -1.584 5.865 2.555  0.09
H: -2.973 5.745 3.636  0.26
H: -3.081 5.555 0.586  0.14
H: -5.314 5.218 2.637  0.36
H: -5.473 5.066 0.881  0.34
H: -5.125 6.641 1.602  0.42
H: -0.553 4.464 0.752  0.86
H: -0.176 2.866 0.104  -0.76
H: -1.044 4.337 5.422  0.35
H: -1.845 1.509 4.571  -0.16
H: -2.872 2.941 4.410  0.08
H: -2.388 2.382 6.019  0.60
H: 0.679 1.837 5.046  0.06
H: 0.178 2.491 6.606  0.51
H: 1.242 3.441 5.564  0.31
H: 3.319 3.977 2.716  0.43
H: 1.901 4.375 0.031  0.11
H: 3.163 3.177 0.354  0.29
H: 3.536 4.905 0.433  0.55
H: 0.926 5.735 1.974  0.13
H: 2.536 6.267 2.439  0.52
H: 1.511 5.443 3.621  0.23
H: -4.821 3.319 -0.466  0.39
H: -3.342 1.840 -2.693  -0.16
H: -5.096 1.781 -2.430  0.53
H: -3.993 1.140 -1.201  0.04
H: -3.573 4.385 -3.046  0.23
H: -4.136 5.392 -1.701  0.34
H: -5.291 4.421 -2.624  0.43

Q: Look up the ΔE to the lowest compared entry with this formula, charge and spin of the first one.
A: 2.911 eV

Q: gap between HOMO and LUMO of number 1 (C59H82CaN6O8P2Se)?
A: 5.55 eV

Q: Which of these has the lowest ΔE to the lowest compared entry with this formula, charge and spin?
A: number 2